Below is a structure of composition C30H19BrN4ORuSe, with properties calculated with ωB97M-V/def2-TZVPD.

Summary:
energy relative to the best compared isomer or geometry (same formula, charge and spin): 21.7 kcal per mole
⟨S²⟩: 8.83
gap between HOMO and LUMO (spin up / spin down): 4.9 / 4.6 eV

Geometry as ORCA input:
```
! RIJCOSX wB97M-V def2-TZVPD def2/J DEFGRID3
* xyz 1 6
Ru -0.045 0.305 -0.486
Br 5.728 1.267 4.229
C 4.482 1.001 2.841
C 4.930 0.834 1.527
C 4.033 0.642 0.504
C 2.652 0.607 0.752
O 1.858 0.435 -0.284
C 2.196 0.772 2.082
C 0.818 0.764 2.484
N -0.193 0.557 1.716
C -1.532 0.598 2.164
C -1.951 0.755 3.460
C -3.322 0.808 3.776
C -4.270 0.708 2.799
C -3.880 0.537 1.452
C -4.807 0.432 0.391
C -4.364 0.271 -0.890
C -2.984 0.208 -1.125
N -2.097 0.302 -0.156
C -2.510 0.473 1.139
C 3.140 0.974 3.110
H 5.991 0.861 1.316
H 4.368 0.520 -0.516
H 0.651 0.963 3.542
H -1.234 0.842 4.265
H -3.616 0.935 4.808
H -5.324 0.756 3.039
H -5.866 0.485 0.609
H -5.045 0.193 -1.724
H -2.597 0.078 -2.127
H 2.791 1.106 4.127
Se -1.101 3.576 0.174
N -0.223 2.288 -0.844
C 0.435 2.958 -1.868
C 1.199 2.362 -2.854
C 1.819 3.166 -3.816
C 1.679 4.546 -3.789
C 0.919 5.159 -2.803
C 0.284 4.376 -1.834
N -0.469 4.912 -0.838
H 1.321 1.286 -2.889
H 2.418 2.702 -4.588
H 2.169 5.150 -4.541
H 0.808 6.234 -2.759
C -0.029 -1.608 -0.803
C -0.004 -2.835 -0.929
C 0.025 -4.238 -1.080
C 0.984 -4.995 -0.389
C 1.016 -6.367 -0.545
C 0.102 -6.993 -1.385
C -0.851 -6.249 -2.073
C -0.896 -4.877 -1.924
H 1.692 -4.493 0.255
H 1.755 -6.952 -0.015
H 0.133 -8.067 -1.505
H -1.556 -6.744 -2.727
H -1.630 -4.286 -2.454
*
```

***

Below is a structure of composition C30H19Cl2F10N5Pd, with properties calculated with ωB97M-V/def2-TZVPD.

Summary:
energy relative to the best compared isomer or geometry (same formula, charge and spin): 5.9 kcal per mole
⟨S²⟩: 6.11
gap between HOMO and LUMO (spin up / spin down): 7.4 / 5.2 eV

Geometry as ORCA input:
```
! RIJCOSX wB97M-V def2-TZVPD def2/J DEFGRID3
* xyz 0 5
Pd -0.100 -0.516 -0.273
C -2.329 -0.541 2.072
N -1.121 0.228 1.791
C -0.019 -0.186 2.660
C 1.328 0.384 2.244
N 1.510 0.294 0.806
C 2.701 0.684 0.282
C 2.806 1.020 -1.084
F 1.700 1.006 -1.867
C 3.967 1.413 -1.715
F 3.932 1.721 -3.019
C 5.149 1.527 -1.008
F 6.287 1.895 -1.607
C 5.106 1.235 0.340
F 6.226 1.314 1.067
C 3.930 0.834 0.955
F 4.041 0.542 2.269
C -1.387 1.671 1.849
C -0.723 2.529 0.772
N -0.917 1.947 -0.531
C -0.662 2.640 -1.635
C -0.117 3.946 -1.760
F 0.233 4.646 -0.675
C 0.107 4.537 -2.983
F 0.616 5.766 -3.054
C -0.177 3.846 -4.155
F 0.047 4.413 -5.335
C -0.695 2.558 -4.085
F -0.953 1.890 -5.213
C -0.930 1.977 -2.863
F -1.409 0.739 -2.842
H -2.732 -0.322 3.071
H -3.088 -0.317 1.324
H -2.095 -1.603 2.017
H -0.220 0.093 3.706
H 0.024 -1.276 2.613
H 1.409 1.431 2.585
H 2.076 -0.169 2.818
H -2.466 1.818 1.786
H -1.072 2.069 2.823
H -1.165 3.530 0.831
H 0.347 2.637 0.971
Cl -0.127 -3.626 0.915
C -1.486 -3.938 -0.103
C -1.981 -5.220 -0.175
C -3.080 -5.496 -0.983
C -3.692 -4.489 -1.722
C -3.201 -3.207 -1.652
Cl -3.956 -1.952 -2.570
C -2.072 -2.864 -0.849
N -1.619 -1.627 -0.816
H -1.507 -6.002 0.401
H -3.463 -6.506 -1.036
H -4.545 -4.700 -2.350
N 1.352 -1.844 -1.750
C 1.848 -1.537 -2.741
C 2.429 -1.009 -3.951
C 1.608 -0.316 -4.835
C 2.165 0.263 -5.961
C 3.529 0.146 -6.198
C 4.340 -0.553 -5.315
C 3.794 -1.135 -4.184
H 0.549 -0.231 -4.629
H 1.535 0.810 -6.650
H 3.962 0.605 -7.077
H 5.402 -0.634 -5.502
H 4.415 -1.667 -3.475
*
```

***

Below is a structure of composition C30H19ClCrO4 in a non-equilibrium geometry, with properties calculated with ωB97M-V/def2-TZVPD.

Summary:
⟨S²⟩: 3.85
gap between HOMO and LUMO (spin up / spin down): 6.2 / 5.4 eV

Geometry as ORCA input:
```
! RIJCOSX wB97M-V def2-TZVPD def2/J DEFGRID3
* xyz 1 4
Cl -2.220 -1.937 -5.600
C -1.966 -0.933 -4.241
C -1.969 0.468 -4.382
C -1.811 1.278 -3.278
C -1.628 0.738 -1.935
O -1.578 1.452 -0.896
C -1.544 -0.710 -1.877
C -1.753 -1.511 -2.978
H -2.104 0.897 -5.372
H -1.846 2.362 -3.363
H -1.357 -1.143 -0.897
H -1.749 -2.593 -2.869
O 3.232 -0.614 -3.629
C 3.369 -0.836 -2.494
Cr 3.559 -0.885 -0.603
C 2.369 0.577 -0.723
O 1.684 1.503 -0.904
C 4.890 0.458 -0.816
O 5.581 1.366 -1.051
C 4.777 -2.634 -0.145
C 3.556 -3.057 -0.688
C 2.352 -2.582 -0.163
C 2.335 -1.710 0.949
C 1.103 -1.020 1.297
C 0.115 -0.305 1.412
C -1.019 0.492 1.563
C -0.781 1.861 2.004
C 0.495 2.178 2.546
C 0.828 3.470 2.939
C -0.111 4.503 2.827
C -1.381 4.213 2.314
C -1.703 2.922 1.898
C -2.297 -0.195 1.444
C -2.294 -1.618 1.493
C -3.442 -2.366 1.249
C -4.651 -1.721 0.970
C -4.691 -0.323 0.965
C -3.544 0.425 1.217
C 3.577 -1.289 1.481
C 4.780 -1.774 0.964
H 5.718 -2.967 -0.586
H 3.541 -3.730 -1.546
H 1.395 -2.844 -0.623
H 1.236 1.384 2.645
H 1.826 3.666 3.335
H 0.146 5.519 3.128
H -2.132 4.998 2.222
H -2.666 2.757 1.438
H -1.357 -2.137 1.705
H -3.379 -3.455 1.274
H -5.549 -2.301 0.758
H -5.623 0.203 0.754
H -3.617 1.501 1.183
H 3.570 -0.550 2.287
H 5.725 -1.449 1.401
*
```

***

Below is a structure of composition C30H20AgF5N5O2S3, with properties calculated with ωB97M-V/def2-TZVPD.

Summary:
gap between HOMO and LUMO: 6.4 eV

Geometry as ORCA input:
```
! RIJCOSX wB97M-V def2-TZVPD def2/J DEFGRID3
* xyz -1 1
Ag -0.814 -0.888 0.091
N 0.472 -2.949 4.219
C 1.796 -3.423 4.184
C 2.549 -3.456 5.345
C 3.855 -3.932 5.324
C 4.414 -4.357 4.133
C 3.663 -4.301 2.964
C 2.353 -3.855 2.983
S 1.415 -3.828 1.489
N 0.080 -2.878 1.881
C -0.227 -2.588 3.074
C -1.480 -1.811 3.320
C -2.174 -1.936 4.518
C -3.334 -1.198 4.697
C -3.759 -0.368 3.676
C -3.014 -0.318 2.503
N -1.899 -1.022 2.333
H 0.224 -2.448 5.056
H 2.109 -3.111 6.274
H 4.429 -3.959 6.240
H 5.433 -4.717 4.102
H 4.101 -4.605 2.021
H -1.849 -2.627 5.284
H -3.898 -1.284 5.617
H -4.657 0.227 3.767
H -3.328 0.293 1.658
C 1.895 5.073 -3.864
C 0.992 3.906 -3.570
C 0.245 3.305 -4.575
C -0.565 2.209 -4.305
C -0.634 1.717 -3.013
C 0.102 2.306 -1.991
C 0.909 3.391 -2.277
S -1.554 0.232 -2.675
O -2.424 0.019 -3.812
O -0.539 -0.778 -2.424
N -2.316 0.452 -1.293
C -3.393 1.298 -1.230
C -3.838 2.138 -2.281
C -4.913 2.967 -2.074
C -5.563 2.978 -0.841
C -5.064 2.131 0.126
N -4.023 1.321 -0.044
H 1.817 5.380 -4.907
H 2.937 4.816 -3.665
H 1.646 5.932 -3.238
H 0.304 3.692 -5.587
H -1.142 1.730 -5.084
H 0.077 1.883 -0.994
H 1.504 3.832 -1.486
H -3.350 2.118 -3.241
H -5.250 3.611 -2.878
H -6.414 3.614 -0.643
H -5.524 2.098 1.111
F 4.529 -1.254 -4.490
C 3.847 -0.969 -3.368
C 4.065 0.219 -2.691
F 4.960 1.101 -3.171
C 3.367 0.491 -1.531
F 3.632 1.665 -0.934
C 2.424 -0.384 -0.980
S 1.578 0.013 0.487
C 2.233 -1.561 -1.697
F 1.361 -2.479 -1.262
C 2.919 -1.858 -2.860
F 2.699 -3.019 -3.498
*
```

***

Below is a structure of composition C30H20BrN5O11S2W in a non-equilibrium geometry, with properties calculated with ωB97M-V/def2-TZVPD.

Summary:
energy relative to the best compared isomer or geometry (same formula, charge and spin): 25.5 kcal per mole
gap between HOMO and LUMO: 5.5 eV

Geometry as ORCA input:
```
! RIJCOSX wB97M-V def2-TZVPD def2/J DEFGRID3
* xyz 2 1
W -0.425 0.399 -0.663
O -1.468 -0.207 -3.326
C -1.036 -1.392 -3.875
C -1.002 -1.554 -5.250
C -0.578 -2.751 -5.801
C -0.192 -3.803 -4.981
C -0.231 -3.637 -3.610
C -0.632 -2.429 -3.037
C -0.620 -2.384 -1.531
O -1.217 -1.263 -0.947
N 0.787 -2.388 -1.010
N 1.086 -1.615 -0.087
C 2.373 -1.702 0.419
C 2.684 -0.995 1.493
Br 1.205 1.840 0.512
C 2.992 -0.353 2.575
C 2.832 -0.819 3.958
C 3.050 0.099 4.981
C 2.891 -0.290 6.302
C 2.520 -1.593 6.599
C 2.313 -2.518 5.576
C 2.467 -2.133 4.259
H -1.975 0.293 -3.980
H -1.309 -0.735 -5.891
H -0.557 -2.864 -6.876
H 0.117 -4.748 -5.407
H 0.035 -4.474 -2.968
H -1.093 -3.283 -1.135
H 1.409 -3.160 -1.266
H 3.058 -2.410 -0.039
H 3.402 0.646 2.431
H 3.348 1.114 4.747
H 3.066 0.422 7.098
H 2.402 -1.897 7.631
H 2.043 -3.539 5.813
H 2.327 -2.856 3.462
O 1.807 0.283 -3.979
C 1.257 0.872 -3.118
O 0.931 0.180 -1.925
C 0.922 2.313 -3.086
C 1.670 3.183 -3.867
C 1.353 4.521 -3.821
C 0.338 5.016 -3.029
C -0.391 4.132 -2.259
C -0.118 2.790 -2.308
O -0.898 1.866 -1.648
N -1.453 4.686 -1.393
O -1.836 5.798 -1.666
O -1.734 4.036 -0.409
N 2.126 5.472 -4.657
O 1.818 6.636 -4.576
O 2.997 5.001 -5.349
H 2.481 2.827 -4.488
H 0.109 6.073 -3.010
O -2.429 0.923 0.066
S -2.105 1.027 1.542
O -1.772 2.319 2.018
N -0.869 -0.080 1.443
C -1.204 -1.241 2.111
S -0.498 -2.708 1.999
C -2.411 -1.008 2.951
C -2.895 -1.816 3.961
C -4.052 -1.420 4.621
C -4.720 -0.242 4.285
C -4.238 0.588 3.285
C -3.088 0.164 2.647
H -2.374 -2.726 4.226
H -4.441 -2.037 5.420
H -5.620 0.037 4.815
H -4.735 1.512 3.025
*
```

***

Below is a structure of composition C30H20F2IIrN2O2Se, with properties calculated with ωB97M-V/def2-TZVPD.

Summary:
energy relative to the best compared isomer or geometry (same formula, charge and spin): 0.0 kcal per mole
⟨S²⟩: 0.75
gap between HOMO and LUMO (spin up / spin down): 6.2 / 6.1 eV

Geometry as ORCA input:
```
! RIJCOSX wB97M-V def2-TZVPD def2/J DEFGRID3
* xyz -1 2
Ir 1.369 -1.262 0.416
F 3.747 1.676 -3.321
C 2.704 1.527 -2.476
C 2.670 0.425 -1.651
C 1.581 0.266 -0.793
C 0.576 1.260 -0.752
C 0.673 2.335 -1.623
F -0.274 3.303 -1.617
C 1.720 2.499 -2.501
C -0.440 1.079 0.282
C -1.547 1.893 0.523
C -2.401 1.583 1.561
C -2.152 0.464 2.345
C -1.042 -0.301 2.053
N -0.206 0.001 1.059
H 3.466 -0.303 -1.683
H 1.770 3.348 -3.167
H -1.725 2.756 -0.097
H -3.259 2.213 1.759
H -2.802 0.182 3.162
H -0.802 -1.193 2.617
C -1.426 -0.020 -4.030
C -2.257 -0.111 -2.921
C -1.869 -0.849 -1.813
C -0.642 -1.518 -1.793
C 0.174 -1.440 -2.922
C -0.209 -0.691 -4.023
N -0.163 -2.167 -0.641
C -0.936 -3.078 0.018
C -0.517 -3.584 1.270
C -1.273 -4.501 1.976
C -2.478 -4.978 1.477
C -2.886 -4.526 0.226
C -2.144 -3.608 -0.493
H -1.721 0.571 -4.888
H -3.204 0.415 -2.908
H -2.504 -0.891 -0.935
H 1.133 -1.944 -2.894
H 0.451 -0.625 -4.880
H 0.450 -3.291 1.671
H -0.901 -4.859 2.930
H -3.068 -5.696 2.031
H -3.806 -4.903 -0.208
H -2.488 -3.299 -1.470
Se 2.935 -2.905 -0.302
I -0.724 5.410 2.631
C 0.679 3.875 2.381
C 1.658 3.997 1.406
C 2.553 2.953 1.219
C 2.442 1.785 1.961
C 1.464 1.692 2.942
C 0.586 2.742 3.172
C 3.389 0.627 1.709
O 4.574 0.871 1.566
O 2.858 -0.554 1.728
H 1.716 4.886 0.793
H 3.329 3.022 0.467
H 1.382 0.777 3.515
H -0.178 2.663 3.934
*
```

***

Below is a structure of composition C30H21BBr3F8InN3OP, with properties calculated with ωB97M-V/def2-TZVPD.

Summary:
energy relative to the best compared isomer or geometry (same formula, charge and spin): 99.9 kcal per mole
gap between HOMO and LUMO: 7.0 eV

Geometry as ORCA input:
```
! RIJCOSX wB97M-V def2-TZVPD def2/J DEFGRID3
* xyz 0 1
In 0.573 -0.423 -0.490
Br 0.088 2.547 0.520
C -0.710 1.804 2.101
Br -0.771 -0.124 1.977
H -1.726 2.172 2.173
H -0.107 2.076 2.957
C 3.729 -0.797 4.716
C 4.240 0.403 4.230
C 3.993 0.789 2.925
C 3.215 -0.038 2.119
C 2.692 -1.232 2.598
C 2.962 -1.618 3.903
N 2.893 0.319 0.780
N 3.749 1.007 0.218
C 3.420 1.454 -1.091
C 4.466 1.979 -1.832
C 4.198 2.431 -3.111
C 2.901 2.351 -3.586
C 1.921 1.817 -2.761
N 2.171 1.374 -1.532
H 3.931 -1.086 5.740
H 4.830 1.041 4.875
H 4.377 1.720 2.531
H 2.112 -1.872 1.949
H 2.557 -2.554 4.261
H 5.453 2.011 -1.393
H 4.989 2.841 -3.726
H 2.635 2.690 -4.578
H 0.902 1.728 -3.111
F -6.667 -2.882 -2.885
C -5.567 -2.154 -2.747
C -5.482 -0.909 -3.345
F -6.500 -0.438 -4.061
C -4.328 -0.168 -3.187
F -4.294 1.030 -3.788
C -3.244 -0.621 -2.441
P -1.732 0.399 -2.304
C -1.149 0.513 -4.036
C -1.654 1.389 -4.995
C -1.110 1.395 -6.270
C -0.075 0.523 -6.592
C 0.418 -0.354 -5.638
C -0.109 -0.361 -4.351
C -2.410 2.023 -1.833
C -1.869 3.206 -2.333
C -2.268 4.432 -1.821
C -3.194 4.491 -0.790
C -3.730 3.315 -0.281
C -3.343 2.089 -0.800
C -3.348 -1.878 -1.847
Br -1.995 -2.627 -0.800
C -4.503 -2.632 -2.005
F -4.625 -3.832 -1.446
H -2.471 2.057 -4.759
H -1.503 2.076 -7.014
H 0.345 0.530 -7.590
H 1.229 -1.029 -5.881
H 0.327 -0.983 -3.564
H -1.135 3.175 -3.128
H -1.847 5.344 -2.225
H -3.502 5.448 -0.388
H -4.465 3.354 0.514
H -3.773 1.177 -0.398
F -0.709 -4.529 1.292
B -0.139 -3.437 1.916
F 0.441 -2.582 0.891
F -1.131 -2.669 2.566
F 0.877 -3.763 2.805
O 1.291 -1.417 -1.923
*
```